# 1
{
  "formula": "C26H29Br2N7O2PPm",
  "method": "ωB97M-V/def2-TZVPD",
  "species": ["Pm", "C", "N", "C", "C", "N", "C", "P", "C", "N", "C", "C", "N", "C", "C", "N", "C", "C", "N", "C", "H", "H", "H", "H", "H", "H", "H", "H", "H", "H", "H", "H", "H", "H", "H", "C", "C", "C", "C", "C", "C", "Br", "C", "C", "Br", "C", "O", "C", "N", "H", "H", "H", "H", "H", "H", "C", "C", "C", "O", "C", "H", "H", "H", "H", "H", "H", "H", "H"],
  "coordinates": [[-0.04990, 0.93203, 0.01729], [5.18440, -2.06247, -0.05531], [4.38650, -0.86337, -0.07211], [4.87120, 0.39953, -0.04231], [3.78590, 1.23383, -0.02681], [2.63770, 0.50423, -0.04881], [3.03780, -0.77227, -0.07461], [1.93000, -2.22487, -0.04211], [0.96710, -1.66377, -1.52181], [0.55070, -0.42857, -1.84641], [0.13990, -0.49117, -3.14551], [0.31940, -1.76317, -3.61411], [0.83930, -2.48477, -2.59111], [1.17030, -3.88197, -2.66041], [1.05070, -1.66027, 1.48909], [0.65140, -0.42677, 1.83809], [0.31550, -0.49237, 3.15669], [0.52890, -1.76517, 3.61809], [0.98970, -2.48277, 2.56399], [1.33720, -3.87927, 2.60429], [6.23890, -1.78907, -0.05301], [4.98620, -2.67807, -0.93321], [4.97740, -2.64497, 0.84299], [5.92060, 0.61013, -0.03251], [3.78230, 2.30353, 0.01209], [-0.23880, 0.37223, -3.66391], [0.12430, -2.18197, -4.57981], [0.68210, -4.31617, -3.52951], [0.83060, -4.39617, -1.76301], [2.24590, -4.02567, -2.76661], [-0.04220, 0.36973, 3.69089], [0.38210, -2.19557, 4.58959], [0.86240, -4.34007, 3.46739], [2.41820, -4.00457, 2.69789], [0.99470, -4.38027, 1.69859], [1.75890, 4.15323, -0.00601], [0.29250, 4.44983, -0.00271], [-0.18770, 5.76673, -0.02041], [-1.53810, 5.99833, -0.02511], [-2.43090, 4.91133, -0.01101], [-3.83890, 5.03433, -0.02271], [-4.64180, 6.75903, -0.07751], [-4.64220, 3.91693, -0.00101], [-4.07070, 2.64673, 0.02689], [-5.16150, 1.10333, 0.05679], [-2.69320, 2.43783, 0.02539], [-2.15180, 1.24693, 0.03049], [-1.86590, 3.60483, 0.01159], [-0.51340, 3.39613, 0.01349], [2.33400, 5.07533, 0.00279], [2.01160, 3.58963, -0.91231], [2.01190, 3.56923, 0.88729], [0.51040, 6.58763, -0.03421], [-1.92480, 7.00613, -0.04171], [-5.71620, 4.01523, -0.00811], [-3.51610, -2.41697, -0.65621], [-3.26880, -2.78037, 0.80459], [-2.35080, -1.64377, 1.22939], [-1.45010, -1.43587, 0.11519], [-2.17500, -1.81127, -1.08131], [-4.31490, -1.68287, -0.72331], [-3.78200, -3.27457, -1.26981], [-2.75750, -3.74237, 0.88409], [-4.18070, -2.81397, 1.39679], [-1.74820, -1.88517, 2.10629], [-2.92750, -0.72697, 1.39909], [-1.57090, -2.55977, -1.60471], [-2.30830, -0.92437, -1.71601]],
  "mulliken_spin": [4.0322, 0.0000, 0.0000, -0.0006, -0.0020, 0.0068, -0.0044, -0.0005, 0.0014, -0.0073, 0.0004, -0.0007, -0.0002, 0.0000, -0.0010, -0.0058, 0.0014, -0.0015, 0.0005, -0.0001, 0.0000, 0.0000, 0.0000, 0.0000, 0.0003, 0.0000, 0.0000, 0.0000, 0.0000, 0.0000, 0.0000, 0.0000, 0.0000, 0.0000, 0.0000, 0.0067, -0.0040, -0.0007, 0.0003, -0.0004, -0.0002, -0.0001, 0.0006, -0.0006, -0.0001, -0.0057, -0.0059, 0.0087, -0.0017, -0.0002, -0.0004, -0.0005, 0.0000, 0.0000, 0.0000, 0.0001, 0.0004, 0.0029, -0.0178, 0.0020, 0.0000, 0.0000, 0.0001, -0.0002, -0.0003, -0.0012, -0.0001, -0.0008],
  "multiplicity": 5,
  "orbital_gap_ev": [6.9740, 7.0463],
  "charge": 2
}

# 2
{
  "formula": "C4H20N2O7",
  "method": "ωB97M-V/def2-TZVPD",
  "species": ["O", "C", "N", "C", "C", "O", "C", "N", "H", "H", "H", "H", "H", "H", "H", "H", "H", "H", "H", "H", "O", "H", "H", "O", "H", "H", "O", "H", "H", "O", "H", "H", "O"],
  "coordinates": [[-2.67438, -0.66264, 0.44582], [-2.61132, 0.53810, 0.56873], [-1.52721, 1.19483, 1.07389], [-0.35642, 0.35248, 1.37497], [0.87571, 1.21723, 1.09424], [2.13833, 0.58425, 1.17074], [-0.36636, -0.14402, 2.83295], [0.47542, -1.30079, 3.09370], [-3.39798, 1.26105, 0.29931], [-1.43113, 2.18481, 0.96778], [-0.42711, -0.50042, 0.70957], [0.79282, 1.71685, 0.13004], [0.81223, 2.08480, 1.76868], [2.45904, 0.62223, 2.07286], [-0.00692, 0.70550, 3.42801], [-1.35763, -0.30683, 3.24272], [0.06747, -2.09818, 2.62013], [1.41321, -1.21322, 2.73271], [-0.41749, 2.20868, -2.10402], [-0.97896, 3.58558, -1.85211], [-0.97458, 2.69686, -1.48004], [1.43257, 1.04943, -2.92177], [0.27768, 0.37389, -3.74990], [0.64571, 1.20804, -3.44536], [1.23978, -2.29364, -2.83329], [-0.06904, -1.69523, -2.35901], [0.55814, -1.66649, -3.09482], [3.81098, -0.95050, -0.80836], [2.44484, -0.69840, -0.24374], [2.92725, -1.33144, -0.78287], [-1.83596, -3.62393, -1.63959], [-2.37363, -2.29195, -1.10110], [-1.56504, -2.80690, -1.21085]],
  "nbo_charge": [-0.6463, 0.5499, -0.6117, -0.1133, -0.0776, -0.7384, -0.2235, -0.8295, 0.1186, 0.4139, 0.2256, 0.2016, 0.1582, 0.4822, 0.1685, 0.2127, 0.3618, 0.3514, 0.5021, 0.4686, -0.9824, 0.4840, 0.5095, -0.9801, 0.4852, 0.4956, -0.9825, 0.4639, 0.4872, -0.9605, 0.4717, 0.4955, -0.9619],
  "relative_energy_kcal_mol": 17.45,
  "orbital_gap_ev": 9.6145
}

# 3
{
  "formula": "C22H24N6PdS3",
  "method": "ωB97M-V/def2-TZVPD",
  "species": ["Pd", "C", "N", "C", "C", "N", "C", "C", "C", "C", "C", "C", "N", "C", "N", "C", "C", "C", "C", "C", "C", "N", "H", "H", "H", "H", "H", "H", "H", "H", "H", "H", "H", "H", "H", "H", "H", "S", "C", "S", "S", "C", "C", "C", "C", "C", "N", "H", "H", "H", "H", "H", "H", "H", "H", "H"],
  "coordinates": [[-0.89137, -0.20223, -0.55678], [-2.83157, -1.79920, 1.12624], [-1.47381, -2.10940, 0.62993], [-0.46204, -2.37095, 1.67863], [0.49957, -1.22760, 1.81829], [0.57691, -0.24306, 0.95608], [1.60081, 0.59976, 1.38086], [2.09048, 1.78470, 0.83925], [3.13115, 2.39279, 1.50901], [3.67202, 1.84308, 2.68355], [3.19235, 0.66925, 3.22712], [2.14411, 0.06084, 2.54696], [1.41483, -1.10039, 2.79500], [-2.89698, -0.34218, 1.44838], [-2.13267, 0.53257, 0.82210], [-2.38522, 1.79486, 1.37158], [-1.82367, 3.05161, 1.15592], [-2.31618, 4.09603, 1.90850], [-3.33533, 3.91397, 2.85736], [-3.88197, 2.67233, 3.09582], [-3.37832, 1.62194, 2.33866], [-3.66505, 0.25929, 2.35922], [-3.54511, -2.02396, 0.33043], [-3.09713, -2.40778, 1.99375], [-1.53002, -2.90954, 0.01121], [-0.94343, -2.57838, 2.63765], [0.09987, -3.26676, 1.40749], [1.67971, 2.20463, -0.07010], [3.54676, 3.31374, 1.12413], [4.48786, 2.35589, 3.17365], [3.61245, 0.25089, 4.13143], [1.55944, -1.73954, 3.56062], [-1.03923, 3.20952, 0.43305], [-1.90717, 5.08645, 1.76474], [-3.69263, 4.76686, 3.41722], [-4.65775, 2.52321, 3.83431], [-4.34061, -0.19682, 2.95286], [-2.98858, 2.04447, -3.91122], [-2.22714, 1.22812, -2.77464], [-0.84617, 1.73681, -1.85880], [-2.63625, -0.31400, -2.08215], [2.95087, -2.90495, -3.09603], [1.99290, -1.89018, -3.73884], [1.15713, -2.54073, -4.85203], [2.75966, -0.66555, -4.26752], [1.06749, -1.41410, -2.70357], [0.32951, -1.05241, -1.90713], [3.64223, -3.25202, -3.86289], [2.41307, -3.77008, -2.70849], [3.53258, -2.45117, -2.29395], [1.83849, -2.88559, -5.62893], [0.46335, -1.82832, -5.29722], [0.59832, -3.39993, -4.48206], [3.44513, -1.00447, -5.04340], [3.34308, -0.19010, -3.47948], [2.08327, 0.06773, -4.70574]],
  "nbo_charge": [0.9350, -0.2765, -0.6161, -0.2788, 0.4049, -0.5563, 0.1459, -0.2263, -0.1867, -0.1763, -0.2058, 0.0960, -0.4953, 0.4082, -0.4514, 0.1498, -0.2207, -0.1800, -0.1703, -0.2057, 0.0971, -0.4792, 0.2634, 0.2336, 0.4214, 0.2327, 0.2546, 0.2238, 0.2405, 0.2438, 0.2424, 0.4438, 0.2346, 0.2422, 0.2457, 0.2442, 0.4491, 0.2215, -0.6094, 0.2356, 0.1554, -0.5901, -0.1716, -0.5905, -0.5906, 0.5917, -0.4708, 0.2460, 0.2218, 0.2243, 0.2446, 0.2305, 0.2244, 0.2447, 0.2251, 0.2298],
  "orbital_gap_ev": [6.2807, 6.2813],
  "charge": 2
}

# 4
{
  "formula": "C13H34AsClF6N3O6",
  "method": "ωB97M-V/def2-TZVPD",
  "species": ["N", "H", "H", "H", "H", "As", "F", "F", "F", "F", "F", "F", "Cl", "O", "O", "O", "O", "C", "C", "C", "C", "C", "C", "N", "O", "C", "C", "C", "H", "H", "H", "H", "H", "H", "H", "H", "H", "H", "H", "H", "H", "H", "H", "H", "H", "H", "H", "C", "C", "C", "O", "C", "N", "H", "H", "H", "H", "H", "H", "H", "H", "H", "H", "H"],
  "coordinates": [[16.26220, -1.97736, 31.73053], [17.20141, -1.74456, 32.02002], [16.38592, -2.92681, 31.40907], [15.83414, -1.30341, 31.11194], [15.66058, -2.02979, 32.54010], [19.88265, -1.26066, 33.78352], [18.52499, -1.42218, 35.07556], [18.54800, -1.08128, 32.62613], [21.19372, -0.91207, 32.55301], [21.00033, -1.36442, 35.22282], [19.85146, -3.05294, 33.43554], [19.93084, 0.53773, 34.03123], [16.76691, -5.22337, 30.00841], [16.79893, -6.58492, 30.55142], [17.62810, -4.46188, 30.83263], [17.18448, -5.20901, 28.70030], [15.46189, -4.64450, 30.06276], [12.51282, 1.04900, 30.19563], [13.80370, 0.31129, 30.05335], [14.43026, 0.57790, 28.63504], [15.08285, 1.96596, 28.59275], [16.18797, 2.04121, 29.68783], [15.53748, 1.80908, 31.11469], [14.81182, 0.54130, 31.12795], [14.34282, 0.25884, 32.32497], [16.76204, 1.75998, 32.04682], [14.65178, 3.03994, 31.50694], [13.65586, -1.21967, 30.00177], [11.94803, 0.54283, 30.97850], [11.91869, 0.83185, 29.30797], [12.63807, 2.09916, 30.45941], [15.04157, -0.22575, 28.22449], [13.66693, 0.56331, 27.85709], [14.31292, 2.73568, 28.53919], [15.74721, 2.21989, 27.76678], [16.74937, 2.96907, 29.57819], [16.94854, 1.27637, 29.53083], [16.41565, 1.43431, 33.02766], [17.53317, 1.04573, 31.75816], [17.18975, 2.71070, 32.36508], [15.26941, 3.83789, 31.91915], [14.11102, 3.61546, 30.75565], [13.94896, 2.88568, 32.32570], [13.33395, -1.48560, 31.00863], [14.60636, -1.70433, 29.77876], [12.98578, -1.64173, 29.25280], [13.47298, 0.66308, 32.36466], [16.92368, -5.14546, 34.37114], [15.61201, -4.51702, 34.83487], [15.48988, -4.39501, 36.43716], [14.20784, -4.26574, 37.14106], [13.17922, -5.10188, 36.67033], [15.57526, -3.17113, 34.31826], [16.80177, -6.19992, 34.61884], [17.87694, -4.70913, 34.66950], [16.93720, -5.22843, 33.28439], [14.82779, -5.14970, 34.41917], [16.04404, -3.61926, 36.96555], [15.93452, -5.33313, 36.76933], [13.59747, -6.08603, 36.45912], [12.82908, -4.63609, 35.74916], [12.36370, -5.14351, 37.39232], [14.84690, -2.61702, 34.74551], [16.42071, -2.74738, 34.67288]],
  "nbo_charge": [-0.9108, 0.4576, 0.4685, 0.4313, 0.4493, 2.7758, -0.6513, -0.6438, -0.6098, -0.6091, -0.6004, -0.6262, 2.6065, -0.8813, -0.9139, -0.8647, -0.9183, -0.6703, 0.1134, -0.4132, -0.4240, -0.3905, 0.1097, -0.2012, -0.5508, -0.6266, -0.6694, -0.6123, 0.2013, 0.2353, 0.2306, 0.2230, 0.2090, 0.1989, 0.2159, 0.2158, 0.2167, 0.2236, 0.2345, 0.2217, 0.2236, 0.2087, 0.2048, 0.2090, 0.2215, 0.2234, 0.4430, -0.6419, -0.0713, -0.0896, -0.5564, -0.2457, -0.8687, 0.2048, 0.2333, 0.2586, 0.1969, 0.2030, 0.1547, 0.1637, 0.1626, 0.1833, 0.3517, 0.3770],
  "orbital_gap_ev": 8.6335,
  "charge": -1
}

Calculated values (hartree/bohr) of F_max for the records, taken in order: 0.0385; 0.0336; 0.0107; 0.0953.